Entry 1:
Formula: C26H49CrN5O2
Source: OMol25
Level of theory: ωB97M-V with the def2-TZVPD basis set

Last column: Löwdin charge in e.
CARTESIAN COORDINATES (ANGSTROEM)
Cr1 11.0734 8.8028 -26.7054  0.82
C1 14.2928 6.5224 -26.6652  -0.07
C2 13.9395 7.6230 -27.6757  -0.57
C3 13.6937 7.0263 -29.0569  -0.06
O1 12.9281 8.4685 -27.2912  -0.34
H1 14.4288 6.9567 -25.6705  0.07
H2 15.2295 6.0094 -26.8873  0.08
H3 13.4984 5.7716 -26.5985  0.05
H4 14.8892 8.1726 -27.7558  0.13
H5 12.9527 6.2242 -29.0123  0.06
H6 14.6237 6.6192 -29.4685  0.08
H7 13.4110 7.7763 -29.7981  0.06
C4 7.6906 11.2170 -26.3621  -0.06
C5 7.9228 9.6954 -26.2540  -0.57
C6 7.1971 8.9773 -27.3935  -0.06
O2 9.2719 9.4121 -26.1536  -0.37
H8 6.6316 11.4197 -26.5256  0.07
H9 8.2218 11.6543 -27.2154  0.07
H10 8.0844 11.7154 -25.4765  0.07
H11 7.4891 9.4527 -25.2749  0.13
H12 7.2648 7.8959 -27.2710  0.06
H13 7.6489 9.2720 -28.3428  0.07
H14 6.1521 9.2863 -27.3930  0.08
C7 12.9434 4.1240 -23.9736  -0.09
C8 11.4468 3.7877 -23.9865  -0.23
C9 10.5646 5.0317 -23.8463  -0.15
C10 10.8116 6.0808 -24.8282  -0.11
N1 11.0281 6.9204 -25.5640  0.18
H15 13.1790 4.9062 -24.6944  0.04
H16 13.5321 3.2325 -24.1873  0.08
H17 13.2741 4.4532 -22.9856  0.07
H18 11.2024 3.0727 -23.2050  0.11
H19 11.2230 3.3293 -24.9517  0.11
H20 10.6713 5.5037 -22.8638  0.12
H21 9.5142 4.7311 -23.8577  0.13
C11 11.0900 13.3885 -23.6078  -0.09
C12 10.9869 14.2255 -24.9011  -0.22
C13 11.9671 13.6777 -25.9535  -0.17
C14 11.8408 12.2599 -26.2586  -0.15
N2 11.7550 11.1409 -26.4854  0.17
H22 10.1660 13.4383 -23.0346  0.08
H23 11.9169 13.7548 -22.9998  0.08
H24 11.2699 12.3381 -23.8417  0.05
H25 11.2143 15.2624 -24.6706  0.11
H26 9.9830 14.1667 -25.3206  0.11
H27 12.9934 13.8544 -25.6152  0.13
H28 11.9345 14.2136 -26.9064  0.12
C15 10.8449 4.8465 -31.0590  -0.10
C16 9.3663 4.9906 -30.6898  -0.23
C17 9.1038 5.1632 -29.1862  -0.15
C18 9.7038 6.3510 -28.6205  -0.13
N3 10.1886 7.2875 -28.1781  0.19
H29 11.3244 4.0270 -30.5236  0.08
H30 11.4003 5.7611 -30.8383  0.05
H31 10.9250 4.6553 -32.1280  0.08
H32 8.8930 4.0360 -30.9309  0.11
H33 8.8948 5.7599 -31.2984  0.11
H34 9.5905 4.3473 -28.6384  0.13
H35 8.0385 5.1039 -28.9685  0.13
C19 12.3382 7.6855 -21.1966  -0.10
C20 13.0098 9.0544 -21.1961  -0.24
C21 13.5461 9.4722 -22.5661  -0.15
C22 12.5221 9.3930 -23.6192  -0.15
N4 11.7061 9.3094 -24.4096  0.17
H36 12.9920 6.9062 -21.6004  0.07
H37 11.4389 7.7059 -21.8136  0.06
H38 12.0743 7.3737 -20.1874  0.08
H39 13.8136 9.1710 -20.4700  0.11
H40 12.2505 9.7752 -20.8783  0.11
H41 14.2918 8.7442 -22.9033  0.13
H42 13.9969 10.4615 -22.5414  0.12
C23 11.0935 8.5931 -32.3128  -0.09
C24 9.9007 9.5580 -32.1034  -0.23
C25 10.2200 10.7147 -31.1497  -0.15
C26 10.5356 10.2063 -29.8159  -0.13
N5 10.7697 9.8321 -28.7614  0.17
H43 11.6655 8.5045 -31.3832  0.05
H44 11.7673 8.9243 -33.1002  0.08
H45 10.7566 7.5739 -32.4972  0.06
H46 9.1354 8.8963 -31.6919  0.10
H47 9.5192 9.9318 -33.0505  0.11
H48 9.3696 11.3877 -31.0402  0.13
H49 11.0700 11.2795 -31.5323  0.13

Properties
multiplicity	4
net charge	+1
E_tot	-67718.1433	eV
gap between HOMO and LUMO (alpha / beta)	7.436 / 8.733	eV

Entry 2:
Formula: C34H69N4O6P3Si
Source: OMol25
Level of theory: ωB97M-V with the def2-TZVPD basis set

Last column: Löwdin charge in e.
CARTESIAN COORDINATES (ANGSTROEM)
C1 2.7911 -1.2662 5.4579  -0.14
N1 2.7407 -0.1774 4.4002  -0.12
C2 2.4279 -0.9023 3.1065  -0.20
C3 2.2437 0.0979 1.8822  -0.01
C4 3.5192 0.9485 1.4775  -0.15
O1 4.7606 0.7780 2.1539  -0.16
C5 5.5017 -0.3902 1.6162  -0.17
C6 6.9676 -0.0268 1.1053  -0.21
N2 7.1443 0.3981 -0.2837  -0.10
C7 6.2699 -0.2246 -1.2845  -0.20
C8 6.7983 -0.1003 -2.8088  -0.36
C9 5.5795 -0.4300 -3.8380  -0.08
O2 7.2653 1.2374 -3.1460  -0.11
C10 3.4585 2.0108 0.3185  -0.18
P1 5.0468 2.9965 0.0001  0.92
C11 5.2621 3.4107 -1.8359  -0.30
O3 4.8205 4.4819 0.8922  -0.34
C12 2.1069 2.1930 -0.4936  -0.15
N3 2.1431 3.1489 -1.5633  0.06
C13 0.8879 3.2441 -2.2379  -0.31
P2 0.8669 4.4539 -3.7272  0.71
O4 0.0788 3.9133 -4.9380  -0.54
C14 -0.3743 2.4405 -1.8172  -0.32
P3 -2.0190 2.7118 -2.7837  0.92
C15 -2.8930 1.0239 -2.7231  -0.28
O5 -2.9268 3.8890 -1.8697  -0.38
N4 -0.4431 1.4844 -0.7536  0.10
C16 0.8446 1.3780 -0.1274  -0.11
C17 0.9505 0.3521 1.0846  -0.03
C18 -0.3557 -0.4810 1.4673  -0.12
C19 -1.6020 0.4357 1.9613  -0.25
O6 -2.7600 -0.0197 1.2021  -0.27
Si1 -4.2300 0.7595 1.6979  0.48
C20 -5.5359 -0.6570 1.9622  -0.19
C21 -4.0645 1.7110 3.3693  -0.19
C22 -4.9853 1.8713 0.3026  -0.19
H1 3.7047 -1.0344 6.1248  0.09
H2 2.9842 -2.2987 4.9963  0.08
H3 1.8060 -1.2179 6.0550  0.08
H4 3.7044 0.1949 4.3676  0.08
H5 1.5470 -1.5970 3.3070  0.11
H6 3.3390 -1.5819 2.8963  0.11
H7 5.6465 -1.0699 2.5478  0.13
H8 4.8502 -0.9974 0.9041  0.12
H9 7.6484 -0.9263 1.3671  0.12
H10 7.3507 0.8308 1.7843  0.14
H11 7.3373 1.3903 -0.4286  0.08
H12 5.2385 0.3180 -1.2699  0.10
H13 6.0443 -1.3321 -1.1129  0.13
H14 7.6325 -0.8488 -3.0622  0.14
H15 5.8900 -0.3301 -4.9335  0.08
H16 5.1606 -1.4734 -3.6099  0.09
H17 4.6915 0.3011 -3.6918  0.08
H18 6.9036 1.4488 -4.0406  0.09
H19 5.0543 2.5026 -2.4940  0.03
H20 6.3591 3.7467 -1.9703  0.06
H21 4.5651 4.2891 -2.0766  0.03
H22 3.9682 4.8483 0.5638  0.04
H23 0.5014 5.7864 -3.3306  0.00
H24 2.2502 4.5425 -4.1627  0.02
H25 -4.0248 1.1573 -2.5585  0.04
H26 -2.7531 0.4664 -3.7259  0.04
H27 -2.5257 0.3494 -1.8649  0.04
H28 -2.5399 4.7709 -2.1043  0.04
H29 -0.1999 -1.2758 2.2690  0.10
H30 -0.6858 -1.0279 0.5034  0.13
H31 -1.6877 0.2748 3.0887  0.10
H32 -1.3997 1.5205 1.6554  0.12
H33 -5.2719 -1.4954 1.2045  0.05
H34 -5.5384 -1.0616 3.0305  0.02
H35 -6.5890 -0.2977 1.6437  0.04
H36 -5.1240 1.8519 3.7774  0.05
H37 -3.5511 2.7180 3.2127  0.05
H38 -3.4634 1.0493 4.1020  0.03
H39 -6.0783 2.1411 0.5677  0.05
H40 -5.0420 1.2631 -0.6782  0.03
H41 -4.4349 2.8648 0.1724  0.03
C23 -0.3944 -0.1037 -6.3010  -0.11
C24 -0.5137 -0.6928 -7.7002  -0.27
C25 -1.9526 -0.7459 -8.2137  -0.23
C26 -2.9054 -1.6298 -7.4030  -0.23
C27 -2.4788 -3.0923 -7.2622  -0.27
C28 -2.4041 -3.8271 -8.5941  -0.12
H42 -0.9235 -0.7101 -5.5617  0.06
H43 0.6553 -0.0572 -5.9990  0.07
H44 -0.7997 0.9114 -6.2698  0.07
H45 -0.0617 -1.6897 -7.7185  0.10
H46 0.0773 -0.0765 -8.3872  0.11
H47 -1.9411 -1.0846 -9.2555  0.10
H48 -2.3602 0.2714 -8.2346  0.11
H49 -3.8953 -1.5918 -7.8709  0.11
H50 -3.0319 -1.2042 -6.4006  0.09
H51 -3.2065 -3.6047 -6.6234  0.10
H52 -1.5160 -3.1631 -6.7488  0.10
H53 -3.3703 -3.8063 -9.1057  0.07
H54 -2.1309 -4.8735 -8.4317  0.07
H55 -1.6537 -3.3888 -9.2554  0.07
C29 -5.7150 -3.0918 8.2214  -0.11
C30 -4.6444 -2.0136 8.3255  -0.27
C31 -4.4904 -1.1879 7.0481  -0.23
C32 -4.0461 -1.9730 5.8102  -0.23
C33 -2.7248 -2.7305 5.9553  -0.26
C34 -1.5329 -1.8163 6.2075  -0.11
H56 -5.4727 -3.8276 7.4514  0.07
H57 -5.8066 -3.6262 9.1707  0.07
H58 -6.6883 -2.6528 7.9860  0.08
H59 -3.6899 -2.4702 8.6057  0.10
H60 -4.9122 -1.3373 9.1453  0.11
H61 -3.7790 -0.3767 7.2383  0.10
H62 -5.4461 -0.7006 6.8224  0.11
H63 -3.9651 -1.2757 4.9690  0.08
H64 -4.8298 -2.6873 5.5323  0.10
H65 -2.5438 -3.2898 5.0309  0.11
H66 -2.7944 -3.4730 6.7550  0.10
H67 -1.4180 -1.0918 5.3959  0.06
H68 -0.6130 -2.4051 6.2667  0.06
H69 -1.6353 -1.2688 7.1469  0.07

Properties
structure (SMILES)	CNCc1c(OCCNC[C@@H](C)O)c(P(C)O)c2nc([PH2]=O)c(P(C)O)nc2c1CCO[Si](C)(C)C.CCCCCC.CCCCCC
E_tot	-90359.6365	eV
gap between HOMO and LUMO	6.556	eV

Entry 3:
Formula: C26H36N2OP
Source: OMol25
Level of theory: ωB97M-V with the def2-TZVPD basis set

Last column: natural (NBO) charge in e.
CARTESIAN COORDINATES (ANGSTROEM)
C1 5.9433 3.3218 -3.5862  -0.13
C2 5.0618 3.9447 -2.6917  -0.21
C3 4.3874 3.1966 -1.7242  -0.15
C4 4.5780 1.7926 -1.6356  -0.09
C5 3.8735 0.9870 -0.6687  0.47
O1 4.2022 -0.3306 -0.7299  -0.40
C6 3.6474 -1.2312 0.1573  0.42
C7 2.7010 -0.8119 1.1170  -0.19
C8 2.2849 -1.7845 2.0670  -0.13
C9 2.7306 -3.0953 1.9767  -0.21
C10 3.6251 -3.4751 0.9661  -0.13
C11 4.1084 -2.5405 0.0621  -0.26
C12 2.2701 0.5309 1.0744  0.03
C13 2.9150 1.4312 0.2336  -0.31
C14 5.4867 1.1841 -2.5352  -0.16
C15 6.1518 1.9382 -3.4962  -0.21
H1 6.4608 3.9055 -4.3435  0.24
H2 4.8954 5.0194 -2.7470  0.24
H3 3.7094 3.6722 -1.0155  0.22
H4 1.6269 -1.4566 2.8737  0.24
H5 2.3813 -3.8319 2.6994  0.25
H6 3.9646 -4.5110 0.9072  0.24
H7 4.8396 -2.8031 -0.6988  0.25
H8 1.5027 0.8739 1.7711  0.26
H9 2.6864 2.4921 0.2565  0.26
H10 5.6713 0.1137 -2.4757  0.23
H11 6.8364 1.4375 -4.1780  0.24
C16 -3.6950 1.2482 -2.7756  -0.62
C17 -3.7208 1.1394 -1.2540  0.14
C18 -4.3266 2.4169 -0.6805  -0.62
C19 -4.6215 -0.0353 -0.8730  -0.63
N1 -2.3342 0.9937 -0.7240  -0.79
C20 -1.3775 0.1118 -1.4422  -0.22
C21 -1.5138 -1.3687 -1.1018  -0.43
C22 -1.4231 -1.6733 0.3928  -0.20
N2 -2.0966 -0.7168 1.2599  -0.81
C23 -2.4855 -1.1789 2.6091  0.14
C24 -3.9045 -1.7417 2.5130  -0.61
C25 -2.4452 -0.0259 3.6064  -0.63
C26 -1.5445 -2.2734 3.1004  -0.62
P1 -2.0177 0.9215 0.9149  1.02
H12 -0.5340 1.0439 1.0229  -0.15
H13 -3.4344 0.3012 -3.2608  0.21
H14 -4.6977 1.5260 -3.1209  0.23
H15 -3.0006 2.0291 -3.1020  0.22
H16 -4.4854 2.3567 0.4027  0.22
H17 -3.6789 3.2726 -0.8969  0.22
H18 -5.2986 2.5912 -1.1589  0.22
H19 -4.7423 -0.1277 0.2120  0.22
H20 -5.6170 0.1358 -1.3080  0.22
H21 -4.2402 -0.9830 -1.2675  0.20
H22 -1.5174 0.2780 -2.5133  0.21
H23 -0.3571 0.4376 -1.1856  0.19
H24 -2.4637 -1.7638 -1.4893  0.21
H25 -0.7124 -1.9166 -1.6182  0.21
H26 -1.8745 -2.6558 0.5827  0.21
H27 -0.3562 -1.7626 0.6768  0.15
H28 -3.9555 -2.5410 1.7623  0.21
H29 -4.2088 -2.1572 3.4801  0.21
H30 -4.6223 -0.9631 2.2304  0.21
H31 -1.4418 0.4169 3.6483  0.20
H32 -3.1753 0.7601 3.3742  0.24
H33 -2.6809 -0.4205 4.6034  0.22
H34 -0.4990 -1.9445 3.0561  0.19
H35 -1.7845 -2.4928 4.1477  0.22
H36 -1.6571 -3.2076 2.5403  0.21

Properties
net charge	+1
E_tot	-41856.2037	eV
gap between HOMO and LUMO	4.935	eV

Look up the E_tot of the second one.
-90359.6365 eV

The lowest E_tot belongs to which entry?
C34H69N4O6P3Si

Which of these has the highest E_tot?
C26H36N2OP